{
  "formula": "C41H67I2N10OS",
  "method": "wB97M-V/def2-TZVPD",
  "symbols": ["I", "I", "S", "O", "N", "N", "N", "N", "N", "N", "N", "N", "N", "N", "C", "C", "C", "C", "C", "C", "C", "C", "C", "C", "C", "C", "C", "C", "C", "C", "C", "C", "C", "C", "C", "C", "C", "C", "C", "C", "C", "C", "C", "C", "C", "C", "C", "C", "C", "C", "C", "C", "C", "C", "C", "H", "H", "H", "H", "H", "H", "H", "H", "H", "H", "H", "H", "H", "H", "H", "H", "H", "H", "H", "H", "H", "H", "H", "H", "H", "H", "H", "H", "H", "H", "H", "H", "H", "H", "H", "H", "H", "H", "H", "H", "H", "H", "H", "H", "H", "H", "H", "H", "H", "H", "H", "H", "H", "H", "H", "H", "H", "H", "H", "H", "H", "H", "H", "H", "H", "H", "H"],
  "xyz": [[1.737856, -1.844380, -0.000886], [0.056533, -6.546353, -3.585740], [-1.239380, -0.619444, -0.501319], [-6.711481, -1.016935, 0.368399], [2.916388, 8.206996, -0.792549], [-4.445519, -0.854289, -0.262040], [2.359114, -2.291428, 6.760862], [6.643093, 5.295343, -0.110314], [-2.034389, -3.674208, -5.840721], [-1.031645, -2.173260, -1.366193], [-5.998318, -4.857580, -1.997517], [3.985720, -5.842870, -2.124575], [-0.007729, 0.992519, 0.020116], [-0.431781, 1.807425, 6.555417], [3.226309, 8.254305, -3.426245], [2.433693, -0.909245, 10.205573], [3.051741, 8.229028, -1.937435], [-9.381831, -4.199594, -1.572826], [-4.365140, -2.067648, -1.123727], [2.926761, 0.115668, 9.189844], [6.377510, 6.674667, 3.325155], [6.886625, 7.729297, 2.348650], [-0.486836, -4.702857, -2.656045], [4.152915, -5.845196, -4.755827], [-6.915902, -4.202902, -1.769102], [-0.036928, 2.063321, -0.417445], [-0.931567, -0.416323, 5.216312], [5.207298, 6.685949, -3.302071], [0.204051, -2.793103, -1.196272], [1.356176, 3.885327, -1.335050], [6.442779, 6.332435, 0.365715], [-0.644770, 0.830579, 5.974746], [4.060994, -5.842882, -3.271789], [-2.032198, -2.733859, -2.159524], [2.261413, -1.254983, 7.248861], [-5.274841, -1.732517, 2.109144], [6.193632, 7.662149, 0.984258], [0.213573, -0.718249, 4.245595], [6.071555, -7.520336, -4.717453], [-5.119530, 1.578835, -0.019277], [-8.104727, -3.359247, -1.474443], [-2.890188, -4.714517, -3.705918], [-4.872190, 0.350625, -1.009081], [2.277717, 3.926186, -0.121395], [3.838418, 6.937692, -3.905853], [-1.792628, -4.026945, -2.821913], [-9.594934, -4.797358, -2.959637], [2.134035, 0.085248, 7.879712], [-3.369270, -1.963221, -2.340209], [0.534752, -4.061740, -1.813099], [4.679187, -7.196650, -5.248209], [-5.544862, -1.157060, 0.673076], [-0.066607, 3.433749, -0.987933], [-3.018163, -3.919696, -5.068322], [0.425700, 0.387473, 3.216892], [2.512807, 0.841012, 7.189401], [-5.787425, 0.169708, -1.650159], [3.925828, 6.953402, -4.994997], [-6.059476, -1.431674, 2.844217], [-3.889064, -2.440807, -3.218185], [-4.229344, -1.524474, 2.440007], [2.403807, 2.935616, 0.322638], [7.965358, 7.604327, 2.222074], [3.991257, -7.992461, -4.949054], [-4.044855, -3.529824, -5.310624], [1.536028, -4.530278, -1.694227], [3.866416, 9.096381, -3.696964], [-9.646175, -4.014139, -3.720540], [-3.118930, -0.924043, -2.663278], [-5.419346, -2.361340, -1.400691], [1.785009, 3.213888, -2.084389], [-0.480858, 0.555854, 2.628946], [6.077994, -7.602119, -3.628453], [4.815815, -5.036992, -5.072134], [1.140457, -0.867354, 4.803053], [-3.857806, -4.727829, -3.124413], [3.006348, -0.832063, 11.131349], [6.578442, 8.442260, 0.324852], [-5.375546, -2.853925, 1.998322], [-0.518802, 4.111478, -0.260536], [1.079415, 0.295685, 8.061442], [-8.136181, -2.528712, -2.183291], [2.550877, -1.930297, 9.836028], [1.230305, 0.116912, 2.529959], [-0.000346, -1.654594, 3.723536], [2.250762, 8.407860, -3.891255], [-9.348773, -5.008997, -0.838725], [-1.053181, -1.240052, 5.922496], [1.312912, 4.880568, -1.783401], [-4.945628, 2.504334, -0.636062], [6.576337, 5.663204, 2.964179], [-3.977793, -2.899019, -0.461708], [4.706947, -7.190197, -6.340455], [3.161798, -5.652598, -5.171916], [3.173381, 6.107069, -3.651038], [-8.790976, -5.486096, -3.228862], [5.301139, 6.777130, 3.486591], [5.902075, 7.492871, -3.549267], [2.852022, 1.114256, 9.626794], [-8.003719, -2.943480, -0.470553], [5.622849, 5.751946, -3.684103], [3.268859, 4.280166, -0.409695], [5.160557, 6.592934, -2.215345], [6.726577, 8.720423, 2.779834], [-4.320316, 1.558512, 0.762333], [1.379063, -0.748591, 10.444088], [3.985248, -0.067778, 8.986113], [-1.871919, -0.293201, 4.673867], [1.886026, 4.599548, 0.644978], [-6.159115, 1.561051, 0.385293], [6.790761, -6.750700, -5.008773], [6.876661, 6.778355, 4.290151], [-2.657606, -5.791940, -3.917599], [-4.089822, 0.724337, -1.733166], [-10.239271, -3.571897, -1.320068], [-1.503360, 0.346573, -1.432500], [-0.691580, 3.433104, -1.884686], [6.416903, -8.475479, -5.116074], [0.707649, 1.330319, 3.691524], [5.117023, 7.812651, 1.092450], [-1.208348, -4.117269, -5.409222], [-10.528335, -5.361459, -2.990484]],
  "atomic_forces_ev_per_a": [[-1.00, -0.74, -0.80], [-0.36, 1.01, 0.49], [0.01, -1.81, -0.03], [0.95, 0.17, -0.27], [0.11, -0.11, -0.59], [-1.14, 0.08, 0.11], [-0.03, 0.13, 0.05], [-0.25, 1.09, 0.53], [-0.70, -0.46, 0.98], [-0.83, -1.68, -1.73], [-0.10, 0.12, 0.01], [-0.13, 0.02, -0.15], [1.31, 3.79, 1.12], [-0.11, -0.86, -0.54], [-0.19, -0.27, 0.70], [0.02, -0.01, 0.04], [-0.04, 0.27, -0.38], [-0.23, -0.24, -0.22], [0.41, -0.58, 0.78], [0.08, -0.08, 0.32], [0.01, -0.01, 0.06], [0.07, -0.06, 0.31], [-0.13, 2.49, 1.41], [0.01, -0.30, 0.48], [-0.37, 0.37, 0.09], [-0.14, 0.48, 0.08], [0.41, 0.35, 0.21], [0.18, -0.17, 0.04], [0.29, -1.16, -0.69], [0.45, 0.05, 0.07], [-0.07, -0.40, -0.47], [-0.31, 0.29, 0.20], [-0.07, 0.28, -0.53], [0.76, -1.87, -0.57], [-0.19, 0.54, 0.03], [0.79, -0.70, -1.03], [0.29, -0.51, 0.04], [0.23, 0.14, -0.27], [0.02, -0.04, 0.00], [0.44, -0.45, -1.23], [0.16, -0.57, 0.03], [-0.25, 0.83, 0.30], [-0.29, 1.46, -0.45], [0.05, 0.04, 0.02], [0.17, -0.16, -0.03], [1.08, -0.32, 0.51], [-0.03, -0.02, -0.01], [0.36, -0.55, 0.05], [0.03, -0.70, -0.64], [-2.30, 0.79, -0.63], [0.25, -0.25, -0.04], [-0.98, -0.43, 1.50], [0.20, -0.47, -0.04], [-0.25, -0.15, 0.54], [0.00, -0.03, 0.04], [-0.10, -0.09, -0.07], [0.77, 0.09, 0.75], [-0.14, 0.11, 0.04], [0.73, 0.07, -0.83], [0.62, 0.55, 0.88], [-0.92, -0.07, -0.09], [-0.04, 0.03, 0.00], [-0.06, 0.08, -0.08], [-0.05, 0.11, -0.04], [1.01, -0.41, 0.02], [-0.85, 0.55, 0.07], [-0.04, 0.00, 0.13], [-0.01, -0.05, 0.01], [-0.37, -0.74, 0.43], [1.32, 0.35, -0.39], [-0.13, 0.03, -0.03], [0.07, 0.02, 0.00], [-0.01, 0.06, -0.04], [-0.03, 0.00, 0.10], [-0.13, -0.12, 0.03], [0.88, 0.11, -0.74], [-0.06, 0.01, -0.03], [-0.05, -0.12, -0.08], [0.18, 1.05, 0.15], [0.00, -0.14, 0.05], [0.06, -0.05, -0.05], [0.11, -0.04, 0.02], [-0.04, 0.05, -0.03], [-0.11, 0.04, 0.00], [-0.04, -0.02, 0.14], [0.01, 0.11, 0.15], [0.04, 0.13, 0.04], [-0.03, 0.11, 0.05], [-0.16, -0.07, 0.00], [-0.45, -0.75, 0.76], [-0.04, 0.05, -0.04], [-0.53, 0.71, -0.64], [-0.11, 0.09, 0.05], [0.01, 0.08, 0.13], [-0.05, 0.09, -0.04], [0.00, 0.06, 0.01], [0.05, -0.02, 0.00], [-0.02, -0.05, 0.02], [-0.02, 0.01, -0.15], [0.15, 0.04, -0.09], [0.05, 0.07, 0.03], [-0.06, 0.02, 0.05], [0.00, 0.04, -0.05], [0.00, 0.01, -0.14], [-0.85, 0.00, -0.39], [0.05, -0.03, 0.00], [-0.06, 0.08, -0.08], [0.01, 0.10, 0.09], [0.05, -0.02, -0.03], [1.03, 0.12, -0.12], [-0.02, -0.05, 0.03], [-0.06, 0.01, -0.03], [0.05, 1.11, 0.23], [-0.42, -0.86, 0.85], [0.14, 0.06, 0.08], [0.09, -1.46, -0.46], [-0.05, -0.09, 0.09], [0.01, 0.07, 0.00], [-0.07, -0.02, 0.02], [0.02, -0.09, -0.12], [0.03, 0.24, -0.42], [0.04, 0.06, -0.03]],
  "lumo_ha": -0.1348,
  "largest_force_ha_per_bohr": 0.08096,
  "e_tot_ev": -87577.2212,
  "gap_ev": 7.43,
  "charge": 1,
  "e_above_lowest_ev": 3.1106
}